Density functional theory data (ωB97M-V with the def2-TZVPD basis set) for C10H23F6HgNO15S3 as an isolated structure.

Geometry as XYZ:
```
59
Properties=species:S:1:pos:R:3:forces:R:3
Hg -1.2037 -1.0550 0.9096 -1.0501 0.0526 -0.1435
S -5.0035 -1.9520 0.1961 1.7248 1.3278 2.9323
O -4.0394 -2.5475 1.1484 -0.4614 -1.2072 0.2640
O -5.6371 -2.8893 -0.7047 -0.8248 -0.7457 -0.3463
O -6.0092 -1.1922 0.9944 0.9924 -0.6164 -1.6708
O -4.1207 -1.1593 -0.6981 -0.3410 1.1847 -1.1120
C 5.4951 -2.6228 -0.1799 -0.9170 -2.6994 3.3440
F 5.2734 -3.0731 -1.3787 0.1104 -1.2424 -1.4907
F 6.7798 -2.8633 0.2131 -0.3983 -0.8679 -0.3342
F 5.3962 -1.3764 -0.2085 -0.4380 5.0232 -0.3125
S 4.1179 -3.2197 1.1544 -0.7772 -1.9396 2.3672
O 2.8295 -2.5624 0.8364 2.0194 -0.3475 -0.6436
O 4.0998 -4.6942 1.0682 0.1173 1.3037 -1.1949
O 4.6259 -2.8544 2.4929 0.2468 0.7846 -1.7274
C -3.2316 5.0382 3.0463 -0.1256 -1.1705 -1.2219
F -1.9221 5.3001 2.8033 -0.7750 0.3530 -0.0598
F -3.3555 4.8848 4.3585 -0.0391 -0.1361 0.2155
F -4.0147 6.0776 2.6898 0.7174 -0.0326 0.0805
S -3.8301 3.4810 2.0439 -0.8079 -2.9691 -2.1014
O -5.0601 3.0952 2.7107 0.3543 0.6823 1.0977
O -4.1672 3.8814 0.6551 1.6220 0.6640 1.7591
O -2.7871 2.4080 2.1333 -0.8416 2.5762 0.2314
C 0.7128 -0.3918 5.6500 -0.3014 -1.8692 -0.5615
C 0.1757 0.0656 6.9945 0.2594 -0.5029 -1.6948
O -0.8708 0.9504 6.8190 -0.3897 1.6843 1.2361
O -0.3147 -1.1680 4.9208 0.8858 0.8733 0.6758
H 1.5682 -1.0356 5.8544 0.1469 -0.3094 -0.0533
H 1.0964 0.3184 4.9175 -0.4751 0.5809 0.4740
H 1.0253 0.4751 7.5409 -0.2767 0.7474 0.1376
H -0.1271 -0.8074 7.5728 -0.1466 -0.3888 0.0104
H -1.5328 0.7323 6.1589 0.4001 -0.6679 -0.2648
H -0.3283 -2.0320 5.3390 -0.1115 -0.1401 -0.0767
C -0.1751 -4.7658 -2.8368 0.3336 -1.6061 -0.6059
C -0.8661 -4.3892 -4.1400 0.8481 -1.7427 -1.5539
O -1.0455 -3.0600 -4.2368 -0.8749 2.9249 0.5243
O -0.8177 -4.2065 -1.7323 -0.6196 1.0424 0.2702
H 0.8909 -4.5460 -2.8958 -0.1437 0.4186 0.3450
H -0.2944 -5.8179 -2.5777 0.6882 -0.6786 -1.0980
H -1.8116 -4.8724 -4.3860 -0.3675 -0.7125 0.7287
H -0.2915 -4.5642 -5.0495 0.7181 -0.9494 0.2666
H -1.6635 -2.8806 -3.5244 -0.0574 0.9488 0.2394
H -1.5871 -4.7806 -1.7333 -0.5644 0.4644 0.9651
C 1.4186 2.9731 -0.9161 0.6076 0.0033 -1.5716
C 0.7699 2.5777 -2.3342 -0.2944 0.9099 3.2193
C 1.4668 3.1769 -3.5502 0.4355 0.7556 1.0187
O 0.8880 2.8157 -4.7619 -1.1749 -0.9330 -0.9935
C 1.4692 3.2488 -5.9768 1.4605 -0.8043 0.7036
N 0.6280 1.1632 -2.2116 0.0039 -1.2942 -1.7847
H 1.4041 4.0591 -0.8232 -0.0113 -0.1057 0.5737
H 2.4335 2.5979 -0.7849 0.6600 0.3515 -0.8406
H 1.0326 2.3973 -0.0749 -1.2703 0.5538 -0.2789
H -0.2352 2.9826 -2.2160 -0.1882 0.1200 -0.4920
H 2.5158 2.9132 -3.4156 0.4824 -0.2298 -0.6733
H 1.3958 4.2600 -3.4509 0.1585 0.3742 0.1457
H 1.5682 4.3310 -6.0608 -0.2938 0.1105 -0.0533
H 1.0710 2.7697 -6.8712 -1.1958 0.3172 0.3859
H 2.4628 2.8057 -6.0447 0.7232 0.3486 0.3112
H 0.2059 0.8719 -3.0817 -0.8775 -0.4219 -0.1856
H 1.5260 0.7272 -2.3649 0.7151 -0.1511 0.6186
```
Positions in Å, forces in eV/Å.

Output
lowest unoccupied orbital energy = -1.22 eV
multiplicity = 1
HOMO = -3.99 eV
net charge = -2
frontier orbital gap = 0.1018 Eh

=====

Density functional theory data (ωB97M-V with the def2-TZVPD basis set) for an isolated ion of composition C4H10N3 and charge +1.

Geometry as XYZ:
```
17
Properties=species:S:1:pos:R:3:forces:R:3
C 1.3010 -0.5153 0.1602 -3.8376 -0.8631 -0.9599
C 1.4081 0.9191 -0.1875 0.8055 1.5657 0.4905
C -1.0405 0.6243 -0.0417 -2.4444 -0.1878 -3.1994
C -0.7985 -0.7191 0.4761 2.9177 -1.1442 1.4704
N 2.2147 -1.2741 -0.1299 0.9605 0.7341 0.0062
N -1.3577 -1.7862 -0.2931 0.4142 0.0568 1.4899
N 0.0391 1.6276 0.0681 2.6352 -3.6874 3.1487
H 2.2058 1.1946 0.5873 -1.1913 0.8109 -1.3692
H 1.6503 1.2152 -1.2298 0.3366 -0.6808 0.7489
H -1.2223 0.3586 -1.1720 0.4844 1.3865 1.6623
H -1.9399 1.1514 0.3224 0.1679 -0.4916 -0.0434
H -0.9439 -0.7908 1.5586 0.2960 -0.2633 -0.2096
H 2.2499 -2.2498 0.0309 -0.5265 -1.1018 0.3028
H -2.0516 -1.3937 -0.8909 -0.6533 -0.3779 -0.6674
H -1.7176 -2.6082 0.2470 0.5307 1.3478 -0.6905
H 0.1560 1.9161 1.0582 -0.7485 0.5366 -0.8642
H -0.1530 2.3302 -0.5638 -0.1471 2.3594 -1.3162
```
Positions in Å, forces in eV/Å.

Output
lowest unoccupied orbital energy = -3.51 eV
multiplicity = 1
HOMO = -12.07 eV
net charge = +1
frontier orbital gap = 0.3145 Eh
ΔE to the lowest compared entry with this formula, charge and spin = 90.6 kcal/mol

=====

Density functional theory data (ωB97M-V with the def2-TZVPD basis set) for C4H7N3 as an isolated structure.

Geometry as XYZ:
```
14
Properties=species:S:1:pos:R:3:forces:R:3
C -0.9945 1.1273 -0.5726 -0.3347 -0.2543 0.4120
C 1.9375 -0.0317 -0.7921 1.2077 0.1501 0.0300
C 0.1980 -0.9312 -0.6879 -3.4479 -1.8997 1.7893
C -0.6556 -1.3625 1.5556 -0.8292 0.0764 -0.5193
N 0.3538 -1.3042 0.8206 1.6393 1.3655 -1.7419
N -0.6973 -0.1432 -1.1840 1.3942 0.0749 -0.0421
N 2.3368 0.9918 -0.4188 -0.0581 0.3024 0.1724
H 2.6031 1.8355 0.0438 -0.0008 0.0149 -0.1137
H 0.3907 -1.8453 -1.2417 0.3679 0.1788 -0.1079
H -0.7786 1.1895 0.5032 -0.0277 0.0287 -0.0627
H -0.4425 1.9275 -1.0802 0.0822 -0.0677 -0.0483
H -2.0541 1.3356 -0.7270 0.0076 0.1088 0.0747
H -1.6746 -1.2566 1.1582 0.0321 0.1689 0.2016
H -0.5228 -1.5325 2.6228 -0.0326 -0.2476 -0.0442
```
Positions in Å, forces in eV/Å.

Output
lowest unoccupied orbital energy = 0.51 eV
multiplicity = 1
HOMO = -8.31 eV
net charge = 0
frontier orbital gap = 0.3239 Eh
ΔE to the lowest compared entry with this formula, charge and spin = 99.8 kcal/mol

=====

Density functional theory data (ωB97M-V with the def2-TZVPD basis set) for a 2-piece molecular cluster, C3H13NSi2 overall.

Geometry as XYZ:
```
19
Properties=species:S:1:pos:R:3:forces:R:3
C 3.7771 -0.8441 -0.4667 -2.6188 0.7810 0.1981
C -2.3892 -1.1037 0.7392 1.1948 3.3710 1.8562
C -2.8151 1.7856 -0.2220 -2.2295 -0.8831 -2.1580
N 0.9284 -0.5141 0.3902 -2.0476 2.3212 0.4465
Si 2.3819 0.3521 0.2841 1.2269 -1.0072 -1.1793
Si -1.9353 0.0963 -0.6382 1.2646 1.4504 1.3881
H 3.8884 -0.8483 -1.5272 -0.3363 0.2932 -0.9996
H 4.7382 -0.7051 -0.1105 1.9052 0.2644 1.1823
H 3.4029 -1.8177 -0.2123 0.1071 -0.7646 0.3269
H -3.0004 -0.4409 1.4889 1.0537 -1.1666 -1.4170
H -2.9514 -1.9301 0.5308 -1.2978 -2.3118 -0.6832
H -1.4222 -1.3371 1.2681 -0.8361 0.0532 -0.6722
H -3.1536 1.7875 0.7938 0.3822 0.0925 0.8235
H -2.3024 2.7143 -0.4965 -0.0937 -0.3519 0.0617
H -3.9399 1.8166 -0.7609 3.0118 -0.2559 0.8211
H 0.9580 -1.4037 -0.0043 -0.0242 -1.7899 -0.9383
H 2.8789 0.7772 1.6057 -0.0101 0.2147 0.2167
H 2.3882 1.5454 -0.6068 -0.1807 0.2073 0.1295
H -1.4325 0.0699 -2.0552 -0.4716 -0.5179 0.5969
```
Positions in Å, forces in eV/Å.

Output
lowest unoccupied orbital energy (alpha / beta) = -1.13 / -1.13 eV
multiplicity = 1
HOMO (alpha / beta) = -7.58 / -7.58 eV
net charge = 0
frontier orbital gap (alpha / beta) = 0.2368 / 0.2370 Eh
ΔE to the lowest compared entry with this formula, charge and spin = 107.3 kcal/mol

=====

Density functional theory data (ωB97M-V with the def2-TZVPD basis set) for one molecule with the formula C3H6N2O2.

Geometry as XYZ:
```
13
Properties=species:S:1:pos:R:3:forces:R:3
C -1.0985 1.0220 -1.6020 -1.3407 1.5747 -2.1440
C -0.6722 0.6271 -0.2380 0.6914 -0.3256 -0.0097
O 0.7631 0.9046 -0.3023 -0.4344 -0.0347 0.1331
N 1.6017 0.1829 0.5289 -0.9534 -2.7141 0.0320
C 1.0707 -0.9251 0.9997 1.6649 2.4413 1.8125
N -0.3391 -1.1180 1.0654 1.9057 0.8684 -0.2278
O -0.9290 -0.7753 -0.1751 0.4290 0.9766 0.7849
H -0.7519 2.0642 -1.8013 0.1265 -0.8297 0.1302
H -0.6052 0.3265 -2.3464 -0.5956 0.8367 0.9181
H -2.2134 1.1230 -1.8586 1.4515 -0.7131 0.9006
H -0.9967 1.1491 0.6972 -0.4115 -0.4942 -1.0081
H 1.7855 -1.4484 1.7525 -1.6928 0.5766 -1.4988
H -0.5296 -2.0479 1.2568 -0.8406 -2.1629 0.1770
```
Positions in Å, forces in eV/Å.

Output
lowest unoccupied orbital energy = 0.80 eV
SMILES = C[C@@H]1ON=CNO1
multiplicity = 1
HOMO = -9.07 eV
net charge = 0
frontier orbital gap = 0.3628 Eh
ΔE to the lowest compared entry with this formula, charge and spin = 130.7 kcal/mol

=====

Density functional theory data (ωB97M-V with the def2-TZVPD basis set) for one molecule with the formula C3H10N2O2.

Geometry as XYZ:
```
17
Properties=species:S:1:pos:R:3:forces:R:3
C 1.6788 -0.8478 -0.3334 0.2045 0.0502 0.0954
N 0.5682 -0.1620 -0.9760 -1.8574 -0.0050 0.3895
C -0.6561 0.2087 -0.0717 3.2421 -1.6052 -2.3395
C -1.3180 -1.0405 0.4918 0.1617 -0.1215 0.4504
O -1.5459 0.8723 -0.9044 -0.1761 0.1550 -0.5456
N -0.1291 1.0557 0.9416 -3.7761 1.6518 1.9292
O 0.4214 2.2472 0.3456 0.3116 -0.3842 0.3619
H 2.2438 -0.1923 0.3408 -0.0279 -0.1294 0.1651
H 2.3810 -1.2013 -1.0981 -0.1902 0.0696 0.0523
H 1.3552 -1.7287 0.2282 -0.0834 0.1746 -0.0966
H 0.9054 0.7372 -1.3172 -0.2111 -0.1712 0.0648
H -1.5013 -1.7569 -0.3164 0.1228 0.2531 0.0543
H -0.7066 -1.5288 1.2545 -0.0293 0.0770 -0.0940
H -2.2892 -0.7961 0.9362 0.2042 0.1187 -0.0628
H -1.5189 0.3552 -1.7250 -0.1529 0.3049 0.0592
H -1.1158 1.4015 1.3259 2.7023 -0.3549 -0.1690
H 1.2271 2.3764 0.8775 -0.4449 -0.0835 -0.3146
```
Positions in Å, forces in eV/Å.

Output
lowest unoccupied orbital energy = 0.93 eV
SMILES = CN[C@](C)(O)NO
multiplicity = 1
HOMO = -9.09 eV
net charge = 0
frontier orbital gap = 0.3684 Eh
ΔE to the lowest compared entry with this formula, charge and spin = 73.4 kcal/mol

=====

no.,strongest force on any atom (eV Å⁻¹),energy (eV)
1,5.05,-95923.78182
2,5.52,-8770.67006
3,4.32,-8727.35245
4,4.03,-20563.48817
5,3.47,-10279.13010
6,4.55,-10346.30639